Entry 1:
4 unconnected molecules or ions with the total composition C28H55N3O6 in a non-equilibrium geometry. Source: the OMol25 dataset; level of theory: ωB97M-V/def2-TZVPD.

The geometry in ORCA input format:
```
! RIJCOSX wB97M-V def2-TZVPD def2/J DEFGRID3
* xyz 3 2
C 3.884 2.064 2.993
C 2.946 1.546 1.894
C 3.784 1.193 0.709
C 4.561 -0.140 0.753
C 3.492 -1.209 0.859
C 2.647 -1.107 2.146
N 2.185 0.330 2.332
O 1.144 0.527 3.307
C 3.488 -1.487 3.378
C 1.388 -1.982 1.950
C 1.952 2.626 1.433
H 4.102 3.128 2.904
H 4.893 1.659 3.061
H 3.423 1.859 3.959
H 4.513 1.979 0.513
H 3.141 1.213 -0.171
H 5.253 -0.258 1.587
H 5.120 -0.279 -0.172
H 4.034 -2.153 0.810
H 2.895 -1.239 -0.052
H 2.903 -1.130 4.226
H 4.453 -0.994 3.496
H 3.584 -2.572 3.385
H 0.645 -1.759 2.716
H 1.776 -2.983 2.137
H 0.975 -2.047 0.944
H 2.563 3.442 1.049
H 1.319 3.028 2.224
H 1.224 2.355 0.668
C 3.328 0.152 -2.787
C 3.049 1.116 -3.963
C 3.712 0.677 -5.275
C 3.105 -0.669 -5.873
C 1.590 -0.441 -6.169
C 0.725 0.113 -5.001
N 1.583 1.217 -4.231
O 0.865 2.120 -3.491
C 0.448 -1.072 -4.016
C -0.571 0.813 -5.581
C 3.530 2.565 -3.630
H 4.168 0.482 -2.176
H 3.421 -0.858 -3.186
H 2.464 0.279 -2.134
H 4.773 0.520 -5.078
H 3.680 1.423 -6.069
H 3.273 -1.423 -5.104
H 3.642 -0.962 -6.776
H 1.061 -1.253 -6.669
H 1.623 0.381 -6.884
H 1.265 -1.243 -3.315
H 0.355 -2.028 -4.530
H -0.554 -1.014 -3.590
H -1.163 1.113 -4.716
H -1.059 0.143 -6.289
H -0.455 1.729 -6.161
H 3.323 3.389 -4.313
H 4.618 2.631 -3.612
H 3.152 2.964 -2.689
C -7.552 -0.017 3.361
C -6.221 -0.194 2.707
C -5.338 0.969 3.216
C -3.803 0.732 3.052
C -3.339 -0.520 3.690
C -3.987 -1.753 3.016
N -5.518 -1.532 3.084
O -6.430 -2.590 2.886
C -3.678 -3.010 3.937
C -3.509 -1.939 1.551
C -6.414 -0.137 1.192
H -7.521 -0.103 4.447
H -8.383 -0.628 3.007
H -7.902 1.012 3.277
H -5.435 1.156 4.286
H -5.563 1.866 2.639
H -3.078 1.496 3.331
H -3.587 0.746 1.984
H -3.621 -0.381 4.734
H -2.254 -0.615 3.648
H -4.289 -3.856 3.624
H -3.876 -2.897 5.003
H -2.623 -3.283 3.942
H -2.458 -2.175 1.381
H -3.762 -1.158 0.834
H -3.908 -2.799 1.012
H -7.017 0.733 0.930
H -6.959 -1.025 0.870
H -5.505 0.041 0.618
O -1.440 1.215 -1.179
C -0.748 0.529 -0.249
O 0.416 0.354 -0.608
O -1.248 0.149 0.813
H -0.685 1.141 -1.767
*
```

As for the expectation value of S²: 1.0229. The value obtained for the HOMO energy (alpha / beta) is -18.35 / -18.35 eV. The value obtained for the LUMO energy (alpha / beta) is -11.1841 / -12.0702 eV.

The molecule's Löwdin atomic charges, reported in e, are given here: 0.03 -0.46 -0.15 -0.14 -0.14 -0.43 0.16 0.15 0.04 0.00 0.01 0.12 0.10 0.10 0.15 0.09 0.12 0.12 0.14 0.11 0.10 0.10 0.12 0.08 0.10 0.08 0.11 0.10 0.07 0.02 -0.44 -0.10 -0.11 -0.12 -0.36 0.14 0.14 0.02 0.01 -0.01 0.10 0.09 0.06 0.14 0.13 0.10 0.13 0.14 0.12 0.07 0.11 0.09 0.08 0.11 0.10 0.10 0.11 0.08 -0.03 -0.45 -0.09 -0.20 -0.15 -0.37 0.18 0.19 0.00 -0.01 0.01 0.11 0.11 0.12 0.13 0.14 0.13 0.09 0.14 0.13 0.09 0.10 0.09 0.09 0.06 0.10 0.12 0.11 0.08 0.19 -0.72 0.15 0.28 0.08

=====

Entry 2:
9 unconnected molecules or ions with the total composition C28H55N8O12 in a non-equilibrium geometry. Source: the OMol25 dataset; level of theory: ωB97M-V/def2-TZVPD.

The geometry in ORCA input format:
```
! RIJCOSX wB97M-V def2-TZVPD def2/J DEFGRID3
* xyz -1 1
C 0.277 0.493 -0.220
O 0.923 -0.463 -0.565
O 0.119 1.401 -1.144
O -0.272 0.663 0.864
H 0.375 0.926 -1.978
C -1.340 -1.071 -3.722
C -1.411 -1.642 -5.092
C -2.145 -2.994 -5.110
C -2.334 -3.826 -3.810
C -2.299 -3.080 -2.503
C -1.866 -1.623 -2.537
N -2.775 -5.257 -3.843
O -3.079 -5.798 -2.743
O -2.778 -5.844 -4.907
H -0.913 0.032 -3.624
H -1.237 -1.059 -5.878
H -2.143 -3.544 -5.954
H -2.554 -3.452 -1.612
H -1.975 -1.031 -1.688
C -0.526 2.415 4.456
O -0.790 3.385 5.141
N 0.468 1.620 4.711
C 0.803 0.376 4.167
C 1.523 2.131 5.860
H -1.320 2.193 3.640
H -0.081 -0.127 3.647
H 0.967 -0.223 4.925
H 1.651 0.495 3.650
H 2.275 1.499 6.184
H 1.164 2.873 6.490
H 2.035 2.620 5.151
C 3.800 -4.769 -1.037
O 4.358 -5.918 -1.041
N 2.569 -4.595 -1.594
C 1.982 -3.178 -1.620
C 1.779 -5.672 -2.057
H 4.374 -3.853 -0.405
H 2.635 -2.520 -1.917
H 1.664 -3.173 -0.693
H 1.240 -3.151 -2.365
H 1.192 -5.385 -2.716
H 1.270 -6.219 -1.277
H 2.603 -6.577 -2.460
C -5.544 0.166 2.777
O -6.423 -0.327 3.601
N -4.246 -0.190 2.904
C -3.195 0.338 2.016
C -3.785 -1.078 4.001
H -5.581 0.925 1.958
H -2.197 0.317 2.386
H -3.289 1.390 1.675
H -2.945 -0.347 1.132
H -4.367 -1.984 4.034
H -3.872 -0.760 4.949
H -2.752 -1.357 3.963
C 1.231 1.070 -6.189
O 0.876 0.124 -6.922
N 2.158 0.973 -5.183
C 2.628 2.149 -4.442
C 2.524 -0.389 -4.753
H 0.858 2.233 -6.260
H 1.936 2.130 -3.602
H 2.570 2.932 -5.284
H 3.744 2.091 -4.188
H 2.637 -0.852 -5.571
H 1.586 -0.807 -4.223
H 3.420 -0.480 -4.014
C -2.257 3.464 0.772
O -2.200 4.212 1.775
N -3.374 3.387 -0.042
C -3.171 2.808 -1.276
C -4.684 3.871 0.428
H -1.277 2.809 0.408
H -2.788 1.758 -1.314
H -2.435 3.165 -1.963
H -4.170 2.264 -1.593
H -4.822 4.613 1.231
H -5.324 2.939 0.643
H -5.439 4.349 -0.238
C 3.333 -1.485 1.712
O 4.629 -1.318 1.757
N 2.846 -2.591 2.368
C 1.364 -2.656 2.466
C 3.595 -3.620 2.980
H 2.677 -0.826 1.449
H 0.933 -2.419 1.469
H 1.035 -2.124 3.299
H 1.017 -3.663 2.747
H 3.392 -3.614 4.060
H 4.646 -3.529 2.906
H 3.220 -4.673 2.571
C 2.975 5.556 1.380
O 3.711 5.538 2.330
N 1.909 4.826 1.152
C 1.170 4.901 -0.139
C 1.376 4.001 2.263
H 3.110 6.326 0.547
H 0.480 4.039 -0.448
H 1.855 4.980 -0.904
H 0.710 5.944 -0.113
H 2.086 3.136 2.446
H 0.322 3.620 2.064
H 1.365 4.673 3.270
*
```

The value obtained for the HOMO energy is -6.48 eV. The value obtained for the LUMO energy is 0.5823 eV.

Results of the Löwdin charge analysis, in e, for atoms 1 through 99: -0.96 0.00 0.04 -0.02 0.10 -0.09 0.02 0.07 -0.06 0.07 -0.04 -0.36 0.03 0.07 0.12 0.02 0.03 0.05 0.06 -0.42 -0.02 -0.11 -0.08 0.09 0.15 0.12 0.04 0.06 0.06 0.06 0.03 -0.30 -0.10 -0.17 0.03 -0.06 0.19 0.03 0.03 0.08 -0.02 0.09 0.17 -0.26 -0.08 -0.15 -0.06 -0.02 0.12 0.03 0.07 0.11 0.09 0.04 0.08 -0.33 -0.03 -0.23 -0.05 -0.02 0.17 0.08 0.10 0.11 -0.01 0.11 0.13 -0.30 -0.03 -0.21 -0.13 -0.06 0.15 0.07 0.08 0.14 0.09 0.08 0.08 -0.21 -0.09 -0.19 -0.03 -0.08 0.06 0.09 0.04 0.09 0.09 0.06 0.13 -0.44 0.01 -0.18 -0.03 -0.04 0.14 0.10 0.03

=====

Entry 3:
3 unconnected molecules or ions with the total composition C28H55N9O7P3 in a non-equilibrium geometry. Source: the OMol25 dataset; level of theory: ωB97M-V/def2-TZVPD.

The geometry in ORCA input format:
```
! RIJCOSX wB97M-V def2-TZVPD def2/J DEFGRID3
* xyz 1 1
C 5.670 -0.535 -5.310
C 4.316 -1.016 -6.168
C 3.097 -1.064 -5.068
C 2.689 -2.593 -4.524
N 1.595 -2.832 -3.464
C 1.327 -4.282 -3.119
C 1.404 -4.643 -1.522
C 2.897 -4.490 -0.851
O 4.062 -4.781 -1.450
O 2.984 -4.032 0.571
C 0.853 -1.630 -2.869
C 1.160 -0.050 -3.327
P 0.151 1.314 -2.445
N -1.328 1.760 -3.407
O -0.469 0.739 -0.883
C 2.323 0.297 -4.477
C 2.688 1.817 -4.990
O 3.724 2.103 -5.829
O 1.909 3.047 -4.622
C 2.858 4.109 -4.219
C 2.731 5.648 -4.732
C 3.797 6.740 -4.241
N 5.004 6.638 -3.375
C 5.073 5.219 -2.930
C 4.136 3.953 -3.224
H 6.634 -1.125 -5.617
H 5.438 -0.835 -4.178
H 5.811 0.632 -5.301
H 4.071 -0.295 -7.066
H 4.547 -2.125 -6.528
H 3.266 -3.530 -4.985
H 0.297 -4.628 -3.613
H 2.152 -4.960 -3.653
H 0.565 -4.062 -0.945
H 1.123 -5.799 -1.431
H 3.041 -3.022 0.579
H 0.033 -1.909 -2.048
H -1.144 1.641 -4.435
H -1.401 2.816 -3.291
H -0.134 -0.187 -0.696
H 1.857 5.953 -5.461
H 3.599 7.851 -4.639
H 6.009 4.998 -2.218
H 4.388 2.900 -2.761
O 1.024 -1.835 2.987
P 0.834 -1.422 4.467
N 1.940 -0.125 4.331
C 3.325 -0.333 3.938
C 1.395 0.994 3.550
N 1.525 -2.832 5.119
C 2.793 -2.927 5.820
C 1.286 -4.081 4.395
N 0.617 -0.947 6.169
C -0.812 -0.889 6.491
C 1.305 0.136 6.863
H 3.876 0.619 3.933
H 3.419 -0.786 2.946
H 3.861 -0.946 4.660
H 0.393 1.253 3.909
H 1.323 0.750 2.488
H 2.009 1.896 3.664
H 3.633 -3.024 5.126
H 2.804 -3.806 6.474
H 2.980 -2.078 6.478
H 1.972 -4.187 3.549
H 0.259 -4.120 4.016
H 1.407 -4.954 5.048
H -1.282 -0.014 6.033
H -0.980 -0.859 7.574
H -1.321 -1.785 6.118
H 0.995 1.124 6.499
H 2.394 0.055 6.787
H 1.091 0.100 7.938
O -5.941 -1.000 -0.626
P -5.950 0.534 -0.412
N -4.251 0.599 -0.233
C -3.556 -0.148 0.804
C -3.547 0.396 -1.507
N -6.783 0.486 1.070
C -6.236 0.801 2.377
C -7.809 -0.546 1.218
N -5.960 2.297 -0.165
C -6.788 2.938 -1.190
C -4.802 3.142 0.108
H -2.475 0.047 0.767
H -3.711 -1.229 0.722
H -3.851 0.177 1.801
H -3.974 1.042 -2.282
H -3.619 -0.638 -1.849
H -2.487 0.667 -1.424
H -5.721 -0.058 2.818
H -7.037 1.093 3.067
H -5.550 1.648 2.359
H -7.367 -1.511 1.484
H -8.375 -0.669 0.288
H -8.541 -0.278 1.990
H -6.287 2.928 -2.162
H -7.030 3.974 -0.923
H -7.742 2.409 -1.293
H -4.132 3.219 -0.758
H -4.227 2.794 0.973
H -5.122 4.158 0.368
*
```

The value obtained for the HOMO energy is -9.52 eV. The value obtained for the LUMO energy is -5.8804 eV.

Results of the Löwdin charge analysis, in e, for atoms 1 through 99: -0.11 -0.19 -0.02 0.12 -0.09 -0.16 -0.07 -0.25 0.00 -0.03 0.06 -0.20 0.93 -0.18 -0.36 0.05 -0.18 0.01 -0.09 -0.14 0.02 -0.11 0.01 -0.11 0.00 0.09 0.09 0.08 0.13 0.12 0.16 0.17 0.15 0.13 0.16 0.13 0.14 0.05 0.06 0.05 0.11 0.12 0.12 0.10 -0.35 0.74 -0.36 -0.12 -0.14 -0.32 -0.13 -0.14 -0.29 -0.15 -0.13 0.09 0.07 0.06 0.08 0.07 0.08 0.08 0.09 0.07 0.07 0.07 0.08 0.08 0.08 0.08 0.08 0.07 0.09 -0.32 0.74 -0.35 -0.12 -0.16 -0.32 -0.13 -0.14 -0.29 -0.15 -0.13 0.07 0.08 0.05 0.07 0.07 0.02 0.08 0.08 0.07 0.08 0.07 0.08 0.07 0.08 0.08

=====

Ordered E_tot results: -46644.5705 -66405.4333 -85506.3914; unit eV.